Entry 1:
DFT (the ωB97M-V functional and the def2-TZVPD basis) results for C20H28N2O4PtS4 as an isolated structure.

XYZ file:
```
59
Properties=species:S:1:pos:R:3:forces:R:3
Pt -1.55886 -1.25869 -0.11687 -0.1581 -0.5932 0.2499
S -3.59651 -2.22347 0.58701 -0.1064 -0.1286 0.0731
S 0.53683 -0.51438 -1.90075 0.0461 0.0093 0.0433
S -5.34096 -4.02277 -0.69462 0.0985 0.0288 0.0184
S -0.86521 -0.21475 1.95722 -0.0218 -0.0847 0.1254
O -1.40446 1.13647 2.01290 -0.0553 0.1744 -0.0296
O -0.14878 -0.74276 -3.13020 0.0022 0.0899 -0.0199
O 0.54415 -1.62787 -0.90021 -0.1021 0.1781 -0.2951
O -2.69601 -4.22348 -0.84215 0.0579 -0.1145 -0.0378
N -0.23312 0.58990 -0.93368 0.3827 0.4160 -0.2190
N -2.47633 0.52368 -1.02530 0.2725 -0.1314 -0.0016
C 4.68773 1.06355 -2.56286 -0.0270 -0.0033 0.0091
C -1.10163 -0.62721 4.71902 0.0189 0.0352 -0.0087
C -1.40082 1.21128 -1.41562 -0.3652 -0.0628 0.0356
C -1.88515 0.62944 5.08728 0.0083 -0.0407 -0.0038
C 3.17982 -0.37305 -1.33320 0.0344 0.0085 0.1503
C 0.94243 -0.24825 2.11429 -0.0190 0.0583 0.0906
C 3.61788 1.49611 -3.35264 0.0701 0.0202 -0.0042
C -2.87111 -5.40442 -1.69049 -0.0037 -0.0334 0.0027
C -3.70888 0.96112 -1.28440 -0.0055 0.0109 -0.0220
C 2.34408 1.00360 -3.16045 -0.0441 0.0040 -0.1161
C 4.44810 0.11881 -1.55800 0.0026 0.0200 -0.0160
C -3.89194 2.14255 -1.97465 -0.0208 -0.0099 0.0120
C -3.73852 -3.62387 -0.38765 -0.1348 0.1807 -0.0631
C 1.60327 2.13387 1.43432 0.0163 -0.0386 -0.0122
C 1.51546 1.10208 2.55241 -0.0301 0.0176 0.0057
C 2.13735 0.07898 -2.13910 -0.1389 -0.2408 0.1002
C -2.77655 2.85747 -2.39125 0.0017 0.0490 -0.0291
C -1.43691 -1.20919 3.34312 0.0987 -0.0106 -0.0074
C 6.07410 1.58278 -2.78893 0.0035 0.0065 -0.0157
C -1.49809 2.39613 -2.11091 0.1143 0.0702 -0.0085
H -4.53324 0.35618 -0.93331 0.0046 -0.0066 0.0048
H 1.14792 -1.03250 2.84512 -0.0136 -0.0244 -0.0446
H -0.97190 -2.18724 3.18195 -0.0258 0.0101 -0.0084
H -3.46011 -6.14674 -1.15421 -0.0021 0.0107 0.0189
H -2.90484 3.78421 -2.93467 0.0171 -0.0031 0.0041
H 2.21971 1.76241 0.61084 -0.0240 0.0076 0.0184
H -4.89130 2.49721 -2.17991 0.0012 -0.0064 0.0043
H 2.99833 -1.11165 -0.56306 0.0154 0.0110 -0.0296
H 0.93720 1.49348 3.39193 0.0001 -0.0007 -0.0217
H -1.32155 -1.42204 5.43454 -0.0180 -0.0265 -0.0122
H 2.05956 3.05106 1.80375 0.0004 -0.0144 0.0177
H -0.61150 2.94098 -2.40417 -0.0196 -0.0063 -0.0010
H 2.51296 0.88819 2.94155 0.0126 -0.0022 0.0054
H 6.74748 0.76289 -3.04476 -0.0064 0.0082 0.0025
H -1.86943 -5.77362 -1.87116 0.0200 0.0186 0.0065
H -0.02454 -0.45660 4.79579 -0.0074 0.0270 0.0082
H 6.46247 2.04770 -1.88154 -0.0075 -0.0083 0.0019
H 0.61700 2.37966 1.04456 0.0089 0.0172 0.0031
H -2.95803 0.46703 4.96972 0.0120 0.0034 -0.0041
H -3.35161 -5.10881 -2.62015 -0.0095 0.0342 0.0059
H -1.70582 0.88780 6.12952 0.0245 -0.0186 -0.0026
H 1.52804 1.30951 -3.80406 0.0230 -0.0095 0.0201
H 6.10509 2.31600 -3.59171 -0.0068 -0.0118 0.0081
H -2.51401 -1.31518 3.19797 -0.0099 0.0575 -0.0106
H 5.27273 -0.23636 -0.95299 0.0001 0.0050 -0.0078
H 3.79624 2.21600 -4.14049 0.0028 -0.0049 0.0002
H -1.60434 1.48245 4.47356 -0.0133 0.0116 -0.0123
H 1.31614 -0.56565 1.14175 0.0255 0.0362 0.0179
```
Positions in Å, forces in eV/Å.

- 2S+1 = 5
- net charge = +2
- <S²> = 6.02
- HOMO-LUMO gap (alpha / beta) (Eh) = 0.2980 / 0.2013
- LUMO level (alpha / beta) (eV) = -6.13 / -9.26
- HOMO (alpha / beta) (Eh) = -0.5232 / -0.5417

=====

Entry 2:
DFT (the ωB97M-V functional and the def2-TZVPD basis) results for C20H28N4O2S in the gas phase at a distorted geometry.

XYZ file:
```
55
Properties=species:S:1:pos:R:3:forces:R:3
S -0.91300 2.36336 -0.01965 -0.1638 0.4021 -0.0149
O 3.50264 2.70304 1.18446 -0.1861 0.1397 0.2705
O -4.50829 2.57386 -0.19386 -0.2743 0.4171 0.0386
N -3.65566 0.47460 -0.14905 -0.0808 -0.4181 0.0485
N 0.74878 0.30429 0.69560 -0.6997 -0.3699 -0.4520
N -0.98671 -0.31049 -0.50223 -0.1541 0.8158 -0.1699
N -0.27491 -1.41131 -0.20637 0.5080 -1.0490 0.1584
C 5.53396 -1.48446 -0.95017 0.1117 0.0262 0.0108
C 5.47165 -1.40433 0.42995 0.1083 -0.0059 -0.0096
C 3.17522 -1.91526 -1.02537 0.0349 -0.0810 0.0565
C 1.77122 -1.99447 1.04885 0.0493 0.0427 -0.0236
C 1.70740 1.10970 1.39967 0.4497 0.6347 0.2910
C -3.62262 1.78130 -0.43930 0.4167 -0.1090 -0.2106
C -2.33733 2.21276 -1.14836 0.1310 -0.0180 0.2254
C -5.31970 -1.30139 -0.39420 -0.0345 -0.0476 0.3252
C -0.37888 0.71415 0.04110 0.0389 -0.1478 -0.0821
C -7.72254 -1.26082 0.44576 0.1547 -0.1894 0.0543
C -6.45004 -2.08229 0.27470 0.0157 0.1386 -0.1856
C 4.38323 -1.74401 -1.67699 -0.0623 -0.0203 -0.0625
C -4.78927 -0.16348 0.47754 -0.1938 0.0033 -0.1016
C 2.81089 1.67833 -0.85394 0.0235 0.0501 0.1107
C 4.65839 2.24980 0.50631 0.3321 -0.1642 -0.2354
C 0.75287 -1.05764 0.50609 -0.1173 0.0291 0.1245
C 3.10334 -1.82613 0.36076 0.1400 -0.0699 0.0548
C 2.35496 2.20320 0.52099 -0.3157 -0.1432 -0.1920
C 4.26114 -1.57243 1.08232 -0.0722 -0.0647 -0.0301
C 4.25373 2.17185 -0.96322 -0.0209 0.0863 0.2706
H -5.67112 -0.88952 -1.34231 0.0508 0.0154 -0.0810
H 1.39087 -3.00332 0.87356 -0.0459 0.0887 0.0982
H 6.36690 -1.21039 1.00244 0.0769 0.0222 0.0427
H 1.87696 -1.84521 2.12635 0.0233 -0.0956 -0.0189
H -2.47677 3.21390 -1.55461 -0.0221 -0.1045 0.0294
H 4.22185 -1.51125 2.16163 -0.0343 0.0143 0.1012
H -5.54595 0.60986 0.62156 0.0699 -0.1102 0.0947
H 4.42663 -1.81257 -2.75379 0.0059 -0.0121 -0.0952
H 2.49955 0.45372 1.76439 -0.0798 0.0658 -0.0095
H -8.04960 -0.86383 -0.51246 -0.0786 0.0837 -0.0957
H 2.27433 -2.11860 -1.58663 -0.1064 0.0038 -0.0831
H -4.49256 -1.98273 -0.60990 0.0223 0.0058 -0.0893
H 2.17782 2.05410 -1.65464 -0.0597 -0.0571 -0.0360
H -6.67416 -2.95864 -0.33773 0.0306 -0.0594 0.0764
H 4.28641 3.16457 -1.41147 0.0592 0.0234 -0.0281
H -8.51973 -1.88073 0.84984 -0.1236 0.0213 0.0438
H -2.05322 1.50955 -1.92928 -0.0287 0.0509 -0.0695
H 2.78788 0.58846 -0.87461 -0.0312 0.0558 -0.0371
H 4.95700 1.25717 0.87415 0.0000 0.1253 -0.0370
H -6.11265 -2.43942 1.25043 0.0218 -0.1065 0.0158
H 1.65392 3.03901 0.41825 0.1518 -0.1246 -0.0044
H 4.88609 1.49563 -1.53312 0.0372 -0.0062 -0.0632
H 6.47729 -1.34954 -1.45791 0.0839 0.0081 -0.0455
H -2.84611 -0.10021 -0.38300 -0.0910 0.2297 -0.0428
H 1.22401 1.59091 2.25596 0.0838 -0.1367 0.0080
H 5.45716 2.96321 0.70957 0.0064 -0.0627 0.0009
H -7.56271 -0.42855 1.12547 -0.0602 0.1331 0.0644
H -4.49056 -0.55729 1.45644 -0.1014 0.0407 -0.0090
```
Positions in Å, forces in eV/Å.

- SMILES = CCCCNC(=O)CSc1nnc(Cc2ccccc2)n1C[C@@H]1CCCO1
- HOMO-LUMO gap (Eh) = 0.3412
- LUMO level (eV) = 0.64
- HOMO (Eh) = -0.3175

=====

Entry 3:
DFT (the ωB97M-V functional and the def2-TZVPD basis) results for C20H28N4O3S in the gas phase at a distorted geometry.

XYZ file:
```
56
Properties=species:S:1:pos:R:3:forces:R:3
S 0.29285 -1.39620 1.90573 -0.2640 0.2021 0.6879
O 0.23674 1.79772 -1.91597 -0.2628 -0.0613 0.0367
O -0.65000 2.66443 2.61551 0.1218 0.0606 0.1926
O -4.12971 -0.45394 -0.16828 0.5665 -0.0431 0.0456
N 2.24157 -2.05076 0.23408 -0.2006 -0.1179 -0.0103
N 3.93602 0.16330 -0.30418 -0.0766 -0.0415 0.0094
N 2.14659 2.49491 -0.35264 -0.3961 0.0376 -0.3060
N 0.06837 -2.38050 -0.51952 0.4902 -0.0827 -0.2355
C -1.90977 1.21790 -1.07405 0.0173 0.1545 -0.0768
C -0.09226 2.15157 0.38732 0.0764 0.1623 -0.1113
C -5.47335 1.31587 -0.16282 0.6538 -0.0647 0.0095
C 4.40839 1.51157 -0.54148 -0.0388 0.2825 0.1290
C 1.28412 2.52671 0.58755 0.1627 0.0399 0.1315
C 3.53222 2.68905 -0.04120 0.4908 -0.0643 0.0782
C 2.99722 -0.33089 -1.29226 -0.0767 -0.3316 -0.0584
C -1.60285 -4.03158 0.24620 0.1124 0.2588 -0.0536
C -2.26588 1.39359 1.39467 -0.0877 0.2155 0.2332
C -0.53505 1.75303 -0.84423 0.0298 0.0461 0.0528
C -2.89206 1.64714 0.01893 0.0779 -0.4962 0.0510
C 3.46692 -0.08758 1.04975 0.0275 -0.2280 0.0384
C 2.80018 -1.83588 -1.08706 -0.0058 0.2343 -0.4929
C -5.39636 -0.89528 -0.25530 -0.9591 0.0766 -0.0417
C 0.90142 -1.96563 0.47283 -0.0719 -0.1431 -0.0758
C 3.17819 -1.57745 1.23600 0.2003 0.2606 0.4756
C -1.33946 -2.62948 -0.29399 -0.3773 -0.1012 0.0342
C -0.96102 2.13794 1.56972 -0.3790 -0.2992 -0.3693
C -6.26822 0.14606 -0.25683 0.2170 -0.5600 -0.0038
C -4.17738 0.89608 -0.11185 -0.4334 0.9646 -0.0490
H -3.11068 2.71524 -0.08073 -0.0570 -0.1010 -0.0321
H -1.69619 -1.89078 0.42536 -0.0106 -0.0430 -0.2293
H 3.87834 3.59304 -0.55370 0.0993 -0.0219 0.1291
H 3.76592 -2.34637 -1.12933 -0.0717 0.0038 -0.0793
H 0.47680 -2.96134 -1.23775 0.0488 0.1055 0.0488
H 2.75634 -1.75003 2.22631 0.1178 -0.0188 -0.1464
H 2.15757 -2.23145 -1.87270 0.0708 -0.0202 0.0411
H -2.25432 1.52773 -2.06310 0.0335 -0.0335 0.0149
H 4.55919 1.61079 -1.61837 0.0629 0.0324 0.0266
H 1.55346 2.77186 1.61997 0.1021 -0.0372 -0.0424
H 1.14593 2.12184 -1.61653 0.0482 -0.0427 0.1269
H -2.03852 0.32947 1.50953 -0.0025 -0.0481 -0.0221
H -1.24057 -4.78912 -0.44673 -0.0033 -0.1046 -0.0563
H -2.66889 -4.17579 0.39552 -0.1436 -0.0782 0.0191
H -5.54250 -1.95568 -0.30946 0.0790 -0.1598 -0.0028
H -7.33578 0.09561 -0.31627 -0.2195 -0.1031 -0.0166
H -1.09799 -4.15790 1.20070 0.0319 -0.0294 0.0951
H 4.09737 -2.15801 1.12254 -0.0084 0.0386 -0.0226
H 3.67743 2.82909 1.04087 -0.0396 0.0214 -0.1032
H 4.24626 0.22477 1.74780 -0.0149 0.0042 0.0754
H 2.54234 0.45865 1.28250 0.1028 -0.0492 0.0520
H 3.40654 -0.14378 -2.28721 -0.0469 0.0148 -0.0183
H -1.85884 -2.48467 -1.24569 -0.0019 0.0505 0.0723
H 2.00994 0.14917 -1.21912 0.0741 -0.0984 -0.0927
H -1.83970 0.12517 -1.07811 0.0414 -0.0058 -0.0486
H -5.82020 2.32836 -0.13640 0.0140 0.2567 0.0113
H 5.38295 1.61138 -0.05109 0.0226 0.1005 -0.1079
H -2.94962 1.68106 2.19458 0.0564 0.0053 -0.0133
```
Positions in Å, forces in eV/Å.

- SMILES = CCNC(=S)N1CCN(CC/N=C/C2=C(O)C[C@@H](c3ccco3)CC2=O)CC1
- HOMO-LUMO gap (Eh) = 0.3144
- LUMO level (eV) = 0.63
- HOMO (Eh) = -0.2914

=====

Entry 4:
DFT (the ωB97M-V functional and the def2-TZVPD basis) results for C20H28N4OS in the gas phase.

XYZ file:
```
54
Properties=species:S:1:pos:R:3:forces:R:3
S -1.66059 -2.70165 0.86417 -0.0143 -0.6208 0.0732
O 0.30907 0.46441 -1.10233 -0.4005 0.0909 -0.1171
N -1.17301 1.91841 2.34170 -0.3024 0.3737 -0.2515
N -2.49170 -0.63384 -0.49054 0.0835 -0.0173 0.1120
N 2.02927 -0.98946 -1.12788 0.2677 -0.2643 -0.1413
N -1.53520 -0.19812 1.60036 -0.0533 0.7088 0.4894
C 1.34563 0.05272 -0.61499 0.6460 0.0967 0.1896
C -2.71443 0.68537 -0.74047 0.0120 0.5659 0.2531
C 1.58234 -0.26377 1.80806 0.2544 0.0268 0.1291
C 1.97324 0.65643 0.64151 -0.3723 0.0765 -0.0190
C 1.50727 -1.81850 -2.19294 -0.0995 -0.2524 -0.0342
C -2.34561 1.63002 0.23811 -0.0954 -0.2175 -0.3247
C -3.30718 1.10821 -1.93322 0.0060 0.0128 0.0196
C 1.89617 0.36516 3.15718 -0.1508 0.0177 -0.0667
C -1.91074 -1.08139 0.67089 -0.2375 -0.4347 -0.6754
C -3.19596 3.38519 -1.17689 0.0625 0.2317 0.1295
C 1.03703 -3.17749 -1.67277 -0.2227 0.1593 -0.1917
C -3.54152 2.44671 -2.14503 0.0431 -0.1669 0.0399
C -0.38070 1.49574 3.46835 0.2848 -0.0994 0.4144
C -1.67813 1.09071 1.41432 -0.1886 -0.1620 -0.1244
C 1.45180 2.08488 0.81560 0.0915 0.0216 -0.0456
C 1.22194 -4.47106 -3.86199 -0.2344 0.0495 0.0807
C -2.60059 2.98109 -0.00178 -0.0303 -0.0975 -0.0805
C 1.15616 1.69177 3.34025 0.1746 -0.0088 0.0448
C 1.60726 2.64587 2.22821 -0.0668 -0.1086 0.0154
C 0.30991 -3.99949 -2.73516 0.2975 -0.0473 0.1168
H 2.82556 -1.34708 -0.62425 -0.0554 0.1649 0.0630
H -0.60167 0.43959 3.62577 -0.0404 0.1182 0.1084
H -3.57281 0.37350 -2.67868 -0.0345 -0.0710 -0.0825
H 0.35804 -3.01109 -0.83354 0.0962 0.0419 0.0059
H 1.07290 3.59678 2.30035 0.0553 0.1101 -0.0048
H -2.34116 3.72741 0.73555 0.0126 0.0700 0.0427
H 2.66529 2.86183 2.40104 -0.0075 0.0945 0.0732
H 1.60594 -3.63012 -4.43421 0.0985 0.0419 -0.1117
H 3.06451 0.66762 0.54191 -0.0174 -0.0268 -0.0196
H 0.40893 2.09016 0.50464 0.1470 0.0575 -0.0485
H 1.89556 -3.74247 -1.30065 0.0712 -0.0549 0.0686
H 0.67538 -5.12054 -4.54207 0.0318 -0.0623 -0.1301
H -0.13335 -4.86946 -2.24728 -0.1060 0.0265 -0.0210
H 0.66779 -1.26932 -2.62504 0.1083 -0.0692 -0.0443
H -0.73478 2.05984 4.33706 0.0162 -0.1142 -0.0578
H -3.38902 4.43273 -1.35065 -0.0134 0.0772 0.0012
H 2.28453 -1.94035 -2.95337 -0.1132 0.0564 -0.0280
H 1.49028 2.12481 4.29064 -0.0590 -0.0352 -0.0672
H 2.11376 -1.21367 1.71535 -0.0638 -0.0493 -0.0172
H -0.50540 -3.40484 -3.15227 -0.1218 -0.0068 0.0381
H 1.61942 -0.32840 3.95306 0.0460 -0.0254 0.0654
H 1.98627 2.73749 0.11972 -0.0850 0.0077 -0.0377
H 2.06466 -5.03021 -3.46081 0.1280 -0.0678 0.0029
H 0.51549 -0.48070 1.75867 0.1152 -0.1214 -0.0121
H 2.97069 0.55268 3.23521 0.0742 -0.0145 0.0792
H -1.21341 2.90802 2.16175 -0.0458 -0.1359 -0.0444
H -2.68743 -1.32490 -1.20294 0.0457 0.0498 0.2178
H -3.99774 2.77275 -3.06769 -0.0378 0.0038 -0.0750
```
Positions in Å, forces in eV/Å.

- SMILES = CCCCNC(=O)[C@H]1CC[C@@H](CNc2nc(=S)[nH]c3ccccc23)CC1
- HOMO-LUMO gap (Eh) = 0.2878
- LUMO level (eV) = 0.19
- HOMO (Eh) = -0.2808

=====

Calculated ΔE to the lowest compared entry with this formula, charge and spin in order - 89.1; 129.9; 269.7; 18.2 kJ/mol
Calculated DFT total energy in order - -78932.160; -42085.793; -44132.467; -40039.852 eV